The following is a quantum chemistry calculation of an isolated molecule of C2H3N5O4S, from the OMol25 dataset.

```
! wB97M-V def2-TZVPD RIJCOSX def2/J DEFGRID3
* xyz 0 3
C 0.179 -1.105 1.200
C -1.035 0.318 -0.286
N -0.855 -1.718 1.470
N -2.031 -0.319 0.027
N -2.022 -1.316 0.897
N 1.290 1.290 -1.184
N 1.503 -0.878 1.332
O 1.879 -0.267 2.323
O 2.208 -1.197 0.376
O -0.578 0.667 -2.737
O -0.748 2.694 -1.297
S -0.300 1.363 -1.527
H -2.871 -1.820 1.109
H 1.782 0.416 -1.279
H 1.600 1.871 -0.424
*
```

gap between HOMO and LUMO (spin up / spin down): 7.72 / 6.73 eV

=====

The following is a quantum chemistry calculation of an isolated molecule of C2H3NO, from the OMol25 dataset.

```
! wB97M-V def2-TZVPD RIJCOSX def2/J DEFGRID3
* xyz 0 1
C 0.911 0.035 -0.008
C -1.574 -0.179 -0.026
H 1.131 0.729 -0.869
H 1.680 -0.762 0.017
H 1.029 0.663 0.900
N -0.429 -0.515 -0.015
O -2.748 0.029 0.000
*
```

gap between HOMO and LUMO: 11.10 eV

=====

The following is a quantum chemistry calculation of an isolated molecule of C2H3NO, from the OMol25 dataset.

```
! wB97M-V def2-TZVPD RIJCOSX def2/J DEFGRID3
* xyz 0 1
O -1.144 0.516 -0.418
C -0.232 -0.492 -0.047
C 1.117 0.090 -0.035
N 2.033 0.780 0.130
H -0.954 1.283 0.135
H -0.395 -1.321 -0.741
H -0.414 -0.867 0.971
*
```

gap between HOMO and LUMO: 12.21 eV

=====

The following is a quantum chemistry calculation of a cluster of 2 separate species, C2H3NO in total, from the OMol25 dataset.

```
! wB97M-V def2-TZVPD RIJCOSX def2/J DEFGRID3
* xyz 0 1
C 1.876 -0.547 0.224
C 1.006 0.314 0.120
N -1.669 -0.135 0.141
O 0.231 1.209 0.304
H 2.554 -1.151 -0.302
H -1.619 -0.364 -0.865
H -2.380 0.675 0.379
*
```

gap between HOMO and LUMO (spin up / spin down): 9.84 / 7.45 eV

=====

The following is a quantum chemistry calculation of an isolated molecule of C2H3NO, from the OMol25 dataset.

```
! wB97M-V def2-TZVPD RIJCOSX def2/J DEFGRID3
* xyz 0 1
C 1.577 0.113 0.081
C -0.861 0.034 0.027
N 2.505 -0.537 -0.026
O 0.229 0.921 0.103
H -0.641 -0.972 0.250
H -1.017 0.090 -0.992
H -1.791 0.351 0.558
*
```

gap between HOMO and LUMO: 11.64 eV

=====

The following is a quantum chemistry calculation of an isolated molecule of C2H3NO, from the OMol25 dataset.

```
! wB97M-V def2-TZVPD RIJCOSX def2/J DEFGRID3
* xyz 0 1
O 1.130 -0.630 0.334
C 0.318 0.292 -0.350
C -1.093 -0.036 -0.077
N -2.119 -0.354 0.351
H 0.700 -0.822 1.179
H 0.573 0.222 -1.411
H 0.491 1.328 -0.026
*
```

gap between HOMO and LUMO: 12.19 eV

=====

The following is a quantum chemistry calculation of an isolated molecule of C2H3NO2, from the OMol25 dataset.

```
! wB97M-V def2-TZVPD RIJCOSX def2/J DEFGRID3
* xyz 0 1
C 0.039 0.010 -0.007
C -0.539 0.707 -1.246
N 0.519 -0.964 0.642
O -0.210 1.398 -0.035
O 0.895 -0.878 1.966
H 0.094 0.854 -2.252
H -1.687 0.639 -1.358
H 0.889 -1.767 2.289
*
```

gap between HOMO and LUMO: 10.85 eV

=====

The following is a quantum chemistry calculation of an isolated molecule of C2H3NO2, from the OMol25 dataset.

```
! wB97M-V def2-TZVPD RIJCOSX def2/J DEFGRID3
* xyz 0 1
O -0.060 -1.804 0.651
C 0.141 -1.149 -0.322
N 0.297 0.194 -0.399
C -0.190 1.046 0.641
O -0.304 0.758 1.798
H 0.480 -1.665 -1.257
H 0.094 0.586 -1.260
H -0.456 2.034 0.147
*
```

gap between HOMO and LUMO: 10.59 eV

=====

The following is a quantum chemistry calculation of a cluster of 2 separate species, C2H3NO2 in total, from the OMol25 dataset.

```
! wB97M-V def2-TZVPD RIJCOSX def2/J DEFGRID3
* xyz 0 1
C -1.328 -0.221 0.758
C 1.620 -0.299 -0.946
N -0.512 0.586 0.194
O 1.687 -1.436 -0.927
O -0.433 1.840 0.164
H -2.099 0.213 1.374
H -1.251 -1.302 0.491
H 2.317 0.620 -1.107
*
```

gap between HOMO and LUMO (spin up / spin down): 9.90 / 7.10 eV

=====

The following is a quantum chemistry calculation of a cluster of 2 separate species, C2H3NO2 in total, from the OMol25 dataset.

```
! wB97M-V def2-TZVPD RIJCOSX def2/J DEFGRID3
* xyz 0 1
C 0.869 0.985 0.037
C 0.140 1.101 1.100
N -0.284 -1.920 -0.735
O 1.226 1.182 -1.049
O -0.948 -1.029 -0.221
H 0.331 0.653 2.009
H -0.956 0.999 0.640
H -0.378 -1.971 -1.782
*
```

gap between HOMO and LUMO: 8.57 eV

=====

The following is a quantum chemistry calculation of an isolated molecule of C2H3NO2, from the OMol25 dataset.

```
! wB97M-V def2-TZVPD RIJCOSX def2/J DEFGRID3
* xyz 0 1
O -1.024 -0.190 -1.572
C -1.131 -0.266 -0.374
N -0.087 -0.036 0.501
C 1.189 0.278 0.051
O 2.073 0.613 0.798
H -2.076 -0.513 0.132
H -0.226 -0.045 1.503
H 1.283 0.159 -1.039
*
```

gap between HOMO and LUMO: 11.06 eV

=====

The following is a quantum chemistry calculation of a cluster of 2 separate species, C2H3NO2 in total, from the OMol25 dataset.

```
! wB97M-V def2-TZVPD RIJCOSX def2/J DEFGRID3
* xyz 0 1
C 2.102 0.304 0.295
C -1.669 -0.491 -0.182
N 1.019 0.811 0.317
O 3.145 -0.192 0.443
O -1.116 0.516 -0.588
H -1.846 -1.437 -0.747
H -1.988 -0.666 0.852
H 0.355 1.155 -0.390
*
```

gap between HOMO and LUMO: 10.49 eV

=====

The following is a quantum chemistry calculation of an isolated molecule of C2H3NO2, from the OMol25 dataset.

```
! wB97M-V def2-TZVPD RIJCOSX def2/J DEFGRID3
* xyz 0 1
C -1.056 -0.273 0.002
C 0.073 0.771 -0.025
N -0.315 -1.383 -0.056
O -2.243 -0.102 0.019
O 1.026 -0.981 0.036
H 0.373 1.189 -0.970
H 0.348 1.293 0.875
H -0.539 -2.356 0.097
*
```

gap between HOMO and LUMO (spin up / spin down): 8.25 / 8.25 eV

=====

The following is a quantum chemistry calculation of an isolated molecule of C2H3NO2, from the OMol25 dataset.

```
! wB97M-V def2-TZVPD RIJCOSX def2/J DEFGRID3
* xyz 0 1
C 0.214 -0.710 -0.523
C -0.553 0.248 0.018
N 1.382 -0.316 0.248
O 0.647 0.661 0.965
O -1.788 0.737 0.016
H 0.004 -1.413 -1.338
H 1.975 -0.858 0.863
H -1.881 1.652 -0.249
*
```

gap between HOMO and LUMO: 9.22 eV

=====

The following is a quantum chemistry calculation of a structure of composition C2H3NO2, from the OMol25 dataset.

```
! wB97M-V def2-TZVPD RIJCOSX def2/J DEFGRID3
* xyz 0 1
O 0.596 -2.134 0.976
C 0.147 -1.385 0.207
N 0.288 0.363 0.622
C -0.279 0.976 -0.380
O -0.762 0.291 -1.347
H -0.476 -0.794 -0.906
H 0.668 0.901 1.390
H -0.361 2.069 -0.433
*
```

gap between HOMO and LUMO: 10.17 eV

=====

The following is a quantum chemistry calculation of an isolated molecule of C2H3NO2, from the OMol25 dataset.

```
! wB97M-V def2-TZVPD RIJCOSX def2/J DEFGRID3
* xyz 0 1
C -0.150 0.889 -0.001
C -0.492 -0.601 0.000
N 1.098 1.031 0.000
O 0.755 -1.216 -0.001
O 1.761 -0.067 0.001
H -0.848 1.699 -0.002
H -1.062 -0.867 0.902
H -1.063 -0.868 -0.899
*
```

gap between HOMO and LUMO: 10.42 eV

=====

The following is a quantum chemistry calculation of a cluster of 2 separate species, C2H3NO2 in total, from the OMol25 dataset.

```
! wB97M-V def2-TZVPD RIJCOSX def2/J DEFGRID3
* xyz 0 3
C 1.629 0.318 0.481
C -1.142 -0.439 -0.336
N -0.821 0.473 0.681
O 1.972 0.172 -0.624
O -1.422 0.916 -0.461
H 2.114 0.484 1.435
H -0.353 -0.804 -0.991
H -1.977 -1.120 -0.185
*
```

gap between HOMO and LUMO (spin up / spin down): 8.11 / 11.24 eV

=====

The following is a quantum chemistry calculation of an isolated molecule of C2H3NO2S, from the OMol25 dataset.

```
! wB97M-V def2-TZVPD RIJCOSX def2/J DEFGRID3
* xyz 0 1
C 1.711 0.731 0.180
C 0.428 0.866 0.382
N -1.666 -1.235 -0.420
O -1.625 -0.790 -1.518
O -2.362 -2.127 0.033
S -0.646 -0.584 0.858
H 2.305 1.660 -0.011
H 1.969 -0.264 0.195
H -0.113 1.742 0.302
*
```

gap between HOMO and LUMO: 10.41 eV

=====

The following is a quantum chemistry calculation of an isolated molecule of C2H3NO2S, from the OMol25 dataset.

```
! wB97M-V def2-TZVPD RIJCOSX def2/J DEFGRID3
* xyz 0 1
C -0.300 -0.375 0.112
C 0.971 0.400 0.039
H -3.240 0.220 -0.186
H -0.303 -1.491 0.348
H 3.343 0.375 -0.084
N -1.378 0.265 -0.135
O -2.505 -0.442 -0.034
O 0.991 1.637 0.013
S 2.421 -0.589 -0.073
*
```

gap between HOMO and LUMO: 10.05 eV

=====

The following is a quantum chemistry calculation of a cluster of 2 separate species, C2H3NO2S in total, from the OMol25 dataset.

```
! wB97M-V def2-TZVPD RIJCOSX def2/J DEFGRID3
* xyz 0 1
C 0.376 1.493 0.229
C 0.294 0.253 0.639
N 2.929 0.853 -1.148
O 0.234 2.598 -0.057
O 3.712 -1.019 0.272
S 4.110 -0.029 -0.682
H 2.036 0.543 -0.825
H -0.592 -0.350 0.317
H 1.303 -0.340 0.524
*
```

gap between HOMO and LUMO: 8.81 eV

=====

Computed F_max (eV/A) in order:
1.47; 1.95; 1.37; 4.34; 7.65; 1.12; 2.94; 3.11; 3.50; 3.37; 0.39; 3.35; 4.04; 3.27; 1.14; 1.59; 1.57; 2.78; 3.27; 3.75
Computed molecular weight (g/mol) in order:
193.144; 57.052; 57.052; 57.052; 57.052; 57.052; 73.051; 73.051; 73.051; 73.051; 73.051; 73.051; 73.051; 73.051; 73.051; 73.051; 73.051; 105.118; 105.118; 105.118
Computed ΔE to the lowest compared entry with this formula, charge and spin (kJ/mol) in order:
50.3; 0.0; 66.0; 532.1; 264.8; 62.6; 442.5; 59.6; 544.3; 475.6; 1.3; 148.1; 418.5; 436.3; 195.0; 451.7; 372.4; 495.7; 265.1; 311.5